Entry 1:
The following is a DFT calculation (the ωB97M-V functional and the def2-TZVPD basis) of C25H17Cl6LaN6O2S2 as an isolated structure.

```
59
Properties=species:S:1:pos:R:3:nbo_charge:R:1
La -1.14152 -0.31729 0.35405 2.059
C 3.46073 1.53479 1.12186 -0.698
C 2.17774 0.76127 1.10082 0.364
N 1.02534 1.33597 1.10086 -0.340
N 1.04778 2.73057 0.93144 -0.471
C 0.33660 3.56090 1.71756 0.291
N -0.12619 4.67063 1.04454 -0.827
S 0.13937 3.34027 3.34744 -0.276
C 2.18668 -0.73157 0.98034 0.134
C 3.32410 -1.34843 0.49353 -0.395
C 3.25943 -2.77720 0.41446 -0.232
C 2.07417 -3.40768 0.51891 -0.241
C 0.81191 -2.59326 0.51535 0.051
N 1.04333 -1.35410 1.27680 -0.696
H 3.35003 2.41004 1.76137 0.239
H 3.71265 1.88855 0.11799 0.227
H 4.27545 0.90885 1.47170 0.231
H 1.20809 3.00840 -0.02697 0.390
H -0.61333 4.41779 0.18716 0.410
H -0.70343 5.24019 1.64351 0.394
H 4.22357 -0.80429 0.25151 0.193
H 4.17789 -3.35071 0.32919 0.187
H 2.02488 -4.48662 0.57286 0.199
H 0.01537 -3.15154 1.02026 0.188
Cl -4.65372 1.90048 -5.53049 -0.023
C -3.88459 1.90631 -3.96943 -0.103
C -3.61782 3.09530 -3.33580 -0.122
Cl -4.04970 4.61312 -4.06796 -0.026
C -2.98536 3.07420 -2.08360 -0.171
Cl -2.61338 4.58266 -1.28475 -0.047
C -2.61696 1.89377 -1.44418 0.340
O -1.96761 1.86180 -0.30949 -0.880
C -2.95077 0.63460 -2.09170 0.294
O -2.62938 -0.46180 -1.49552 -0.827
C -3.54221 0.69339 -3.35588 -0.151
Cl -3.86140 -0.81559 -4.15054 -0.012
S -3.44703 -1.68124 1.85285 -0.392
C -2.56497 -1.11744 3.25495 0.100
C -2.94725 -1.45247 4.57090 -0.296
C -2.18342 -1.02811 5.62974 -0.170
C -1.02798 -0.27875 5.39402 -0.318
C -0.71804 0.02062 4.08354 0.081
N -1.47287 -0.36187 3.05495 -0.568
H -3.83637 -2.05189 4.71168 0.213
H -2.47718 -1.28748 6.64122 0.192
H -0.38956 0.06441 6.19635 0.202
H 0.16218 0.59546 3.82695 0.220
Cl 1.06233 -4.92321 -1.94974 -0.047
C 1.47699 -3.33770 -2.58042 -0.104
C 2.17291 -3.31374 -3.77249 -0.225
C 2.35739 -2.12519 -4.46278 -0.295
C 1.79428 -0.96388 -3.94249 -0.222
C 1.12710 -1.01759 -2.74408 -0.080
Cl 0.49499 0.51185 -2.11442 0.009
C 0.93881 -2.18475 -1.94162 0.260
N 0.24998 -2.14720 -0.80048 -0.829
H 2.53329 -4.25162 -4.17538 0.206
H 2.89270 -2.11474 -5.40234 0.196
H 1.88400 -0.01725 -4.45815 0.212
```

Values from the calculation:
HOMO level ... -1.688 eV
ΔE to the lowest compared entry with this formula, charge and spin ... 115.9 kJ/mol
Molar mass ... 849.21 Da
Charge ... -2
Kohn-Sham gap ... 0.2147 Eh
LUMO level ... 4.154 eV
E_tot ... -5031.25046 Eh

---

Entry 2:
The following is a DFT calculation (the ωB97M-V functional and the def2-TZVPD basis) of C25H17N8O7W as an isolated structure in a non-equilibrium geometry.

```
58
Properties=species:S:1:pos:R:3:nbo_charge:R:1
W 0.66368 -1.89079 0.18854 1.944
O 5.13379 -6.74767 -0.09503 -0.645
C 4.07877 -6.28731 0.60609 0.773
O 3.52560 -6.95756 1.41773 -0.491
C 3.74068 -4.84336 0.40781 -0.223
C 4.60105 -3.75616 0.41184 0.021
N 3.84443 -2.64630 0.36028 -0.283
N 2.55116 -2.95495 0.32197 -0.316
C 2.46009 -4.27962 0.34970 0.096
C 1.05596 -4.79726 0.25346 0.768
O 0.75506 -5.92572 0.08247 -0.458
O 0.17234 -3.75763 0.35407 -0.701
H 5.39047 -6.13171 -0.79261 0.485
H 5.67424 -3.70207 0.48344 0.255
H 4.12809 -1.67717 0.37537 0.448
C 0.92479 5.26451 -1.30236 -0.255
O -0.48479 5.25096 -1.47143 -0.477
C -1.24022 4.76345 -0.46368 0.325
C -2.62263 4.80496 -0.66652 -0.239
C -3.47541 4.32557 0.30117 -0.183
C -2.97311 3.74032 1.46332 -0.024
C -1.60280 3.74819 1.68645 -0.148
C -0.73342 4.26109 0.73444 -0.326
N -3.95104 3.21752 2.39860 -0.062
N -3.78203 2.15414 3.00972 -0.129
C -2.69123 1.28286 2.74278 0.103
C -1.78842 1.01842 3.73818 -0.212
C -0.68926 0.15907 3.53252 -0.176
C -0.52165 -0.43979 2.31723 0.248
O 0.51578 -1.26422 1.99187 -0.652
C -1.46764 -0.22293 1.30805 0.109
N -1.22808 -0.88569 0.13365 -0.521
C -2.11366 -0.77649 -0.84961 0.115
C -3.27926 -0.02660 -0.72197 -0.254
C -3.52326 0.65958 0.44674 -0.076
C -2.59293 0.59266 1.50024 -0.029
H 1.33158 5.68168 -2.21810 0.214
H 1.31125 4.25121 -1.16109 0.171
H 1.21018 5.89189 -0.45498 0.185
H -2.99790 5.24217 -1.58145 0.238
H -4.54935 4.38117 0.17322 0.236
H -1.19932 3.37669 2.61829 0.217
H 0.32657 4.27578 0.94110 0.228
H -1.91357 1.50770 4.69448 0.247
H 0.02082 -0.02505 4.32718 0.246
H -1.89716 -1.32548 -1.75682 0.218
H -3.97868 0.00574 -1.54385 0.249
H -4.43022 1.23741 0.56044 0.249
N 0.17050 -2.14398 -4.10735 -0.754
C 0.58788 -1.69353 -2.92994 0.692
O 0.48698 -2.44625 -1.90282 -0.709
C 1.11223 -0.37006 -2.77698 -0.536
C 1.12350 0.61900 -3.78865 0.251
N 1.08985 1.39586 -4.63657 -0.260
C 1.62518 -0.20336 -1.50993 0.487
N 2.03511 -0.25947 -0.38385 -0.541
H -0.19763 -3.07909 -4.17321 0.431
H 0.27708 -1.59233 -4.94361 0.430
```

Values from the calculation:
HOMO level (alpha / beta) ... -10.736 / -10.739 eV
ΔE to the lowest compared entry with this formula, charge and spin ... 20.6 kJ/mol
Molar mass ... 725.30 Da
Charge ... +1
Kohn-Sham gap (alpha / beta) ... 0.2311 / 0.2308 Eh
LUMO level (alpha / beta) ... -4.448 / -4.460 eV
E_tot ... -1994.52633 Eh
Spin multiplicity ... 3

---

Entry 3:
The following is a DFT calculation (the ωB97M-V functional and the def2-TZVPD basis) of C25H18BCl2F9FeIP as an isolated structure in a non-equilibrium geometry.

```
58
Properties=species:S:1:pos:R:3:nbo_charge:R:1
Fe 1.78783 1.99457 -0.95287 1.447
I 0.94143 1.54717 2.56793 0.432
C -0.06337 0.01207 3.68643 -0.132
C -0.03967 0.14507 5.04983 -0.209
C -0.69737 -0.78683 5.86363 -0.195
C -1.37497 -1.82723 5.29823 -0.153
C -1.41767 -1.98353 3.89813 -0.069
C -2.14367 -3.04773 3.32703 -0.122
C -2.22227 -3.20693 1.97163 -0.215
C -1.54337 -2.31963 1.13653 -0.149
C -0.80987 -1.27223 1.65523 -0.410
P -0.00177 -0.25603 0.37703 1.163
C 0.92433 -1.43893 -0.62667 -0.428
C 1.29163 -1.09283 -1.93047 -0.214
C 2.03373 -1.97893 -2.68687 -0.186
C 2.46493 -3.17623 -2.13047 -0.155
C 2.14953 -3.48973 -0.81787 -0.205
C 1.38933 -2.62263 -0.05787 -0.112
C -1.45367 0.29337 -0.56957 -0.432
C -1.86337 -0.37373 -1.72157 -0.207
C -3.05057 -0.00883 -2.32797 -0.187
C -3.82347 1.01257 -1.80167 -0.171
C -3.41887 1.66967 -0.65057 -0.205
C -2.23177 1.31827 -0.03667 -0.134
C -0.73997 -1.05203 3.04953 -0.009
H 0.47713 0.97147 5.51043 0.238
H -0.67367 -0.67003 6.93403 0.238
H -1.89597 -2.54793 5.90813 0.230
H -2.65037 -3.73303 3.98853 0.229
H -2.79617 -4.00923 1.53593 0.236
H -1.59517 -2.46003 0.06573 0.226
H 0.97273 -0.14043 -2.35087 0.199
H 2.28373 -1.73583 -3.70727 0.232
H 3.06963 -3.85193 -2.71417 0.234
H 2.50803 -4.40713 -0.37937 0.234
H 1.15233 -2.86193 0.96873 0.223
H -1.27637 -1.18643 -2.12367 0.229
H -3.36847 -0.52853 -3.21827 0.230
H -4.74747 1.28907 -2.28267 0.232
H -4.01727 2.46817 -0.24317 0.234
H -1.91467 1.83257 0.86083 0.221
F 3.88093 2.34997 -0.30237 -0.588
B 4.26633 1.02717 0.12633 1.349
F 4.95053 0.41917 -0.84617 -0.519
F 4.74863 1.01497 1.35943 -0.509
F 2.89803 0.38547 0.14633 -0.623
F -0.25627 4.22277 0.80563 -0.327
C 0.31473 3.62927 -0.26607 0.167
F 1.56993 4.24117 -0.43667 -0.380
C -0.48707 3.90287 -1.53487 0.883
F -0.03747 4.87337 -2.31987 -0.297
F -0.35187 2.74587 -2.31477 -0.380
F -1.77857 4.05837 -1.33967 -0.289
Cl 1.31593 0.59327 -5.22717 0.012
C 1.69383 2.25577 -4.76517 -0.377
Cl 2.54733 2.30647 -3.19987 -0.037
H 0.75563 2.80737 -4.68427 0.253
H 2.35423 2.67927 -5.52347 0.258
```

Values from the calculation:
HOMO level (alpha / beta) ... -11.388 / -11.520 eV
Molar mass ... 784.84 Da
Charge ... +1
Kohn-Sham gap (alpha / beta) ... 0.3023 / 0.2103 Eh
LUMO level (alpha / beta) ... -3.162 / -5.798 eV
E_tot ... -4710.17166 Eh
Spin multiplicity ... 6

---

Entry 4:
The following is a DFT calculation (the ωB97M-V functional and the def2-TZVPD basis) of C25H18BCl3F9IN4O3STeTi as an isolated structure in a non-equilibrium geometry.

```
67
Properties=species:S:1:pos:R:3:nbo_charge:R:1
Ti -0.51399 -0.02965 -0.33921 1.692
C -1.29801 2.99921 -3.56318 -0.652
C -0.44174 1.82288 -3.91733 0.199
N -0.20256 1.52824 -5.17877 -0.404
C 0.56272 0.45888 -5.47525 0.003
C 1.18344 -0.32323 -4.53081 -0.085
C 2.06008 -1.47396 -4.93742 -0.078
O 3.42957 -1.09242 -5.13237 -0.719
C 0.96022 -0.00271 -3.18411 -0.092
C 1.75409 -0.62050 -2.10435 0.177
N 1.53754 -0.42839 -0.86324 -0.569
C 2.65781 -0.66856 0.01933 0.193
C 3.32485 -1.87380 0.03704 -0.257
C 4.35449 -2.09076 0.94627 -0.196
C 4.71909 -1.08701 1.82552 -0.217
C 4.10738 0.16092 1.74632 -0.232
C 3.09680 0.38106 0.82667 -0.179
I 2.40672 2.31580 0.49062 0.270
C 0.07825 1.02239 -2.86871 0.338
O -0.28486 1.26504 -1.62343 -0.807
H -1.79242 3.36541 -4.46054 0.224
H -0.68554 3.80019 -3.14104 0.224
H -2.03355 2.73033 -2.80393 0.255
H 0.68712 0.23441 -6.52915 0.188
H 1.72461 -1.87374 -5.89274 0.192
H 1.98885 -2.28258 -4.20436 0.169
H 3.65641 -0.43754 -4.46436 0.464
H 2.67216 -1.13970 -2.39341 0.186
H 3.01888 -2.66074 -0.63876 0.229
H 4.85403 -3.05100 0.96841 0.214
H 5.49823 -1.25777 2.55729 0.214
H 4.42992 0.97176 2.38506 0.228
S -1.51821 -3.43983 -3.53092 0.342
C -2.33438 -1.97778 -3.83762 -0.410
C -2.09927 -1.06858 -2.85882 -0.263
C -1.21126 -1.50077 -1.80146 -0.486
C -0.84428 -2.79942 -2.05754 -0.212
C -0.00728 -3.71107 -1.25429 0.180
C 0.48166 -4.91977 -1.77872 -0.260
C 1.21413 -5.76404 -0.97380 -0.173
C 1.46376 -5.39790 0.34431 -0.286
C 0.96388 -4.18117 0.76761 0.047
N 0.24908 -3.35713 0.00523 -0.423
H -2.96045 -1.86739 -4.71009 0.229
H -2.55199 -0.08656 -2.87827 0.235
H 0.27901 -5.18790 -2.80736 0.220
H 1.58897 -6.70047 -1.36945 0.209
H 2.03691 -6.02350 1.01608 0.212
H 1.16542 -3.83545 1.77344 0.192
F -4.42031 -0.67278 -0.22837 -0.634
Te -3.53434 0.69204 0.69761 3.452
F -5.19302 1.52328 0.55618 -0.613
F -3.11529 1.08912 -1.10249 -0.631
F -4.33139 -0.13695 2.14568 -0.604
F -3.02738 2.47678 0.77121 -0.579
O -2.04716 -0.40645 0.82163 -1.158
F -2.59389 1.42502 2.79927 -0.568
B -1.19232 1.92577 2.81116 1.381
F -0.67687 1.73257 1.49646 -0.561
F -0.50131 1.15370 3.73268 -0.560
F -1.19581 3.25236 3.14413 -0.541
Cl -0.79340 -3.64559 3.97774 0.056
C -0.67741 -1.88031 4.11918 -0.216
Cl -2.25776 -1.19265 4.34397 0.149
Cl 0.41910 -1.45050 5.44522 0.063
C -0.08931 -1.32467 2.87826 0.354
N 0.34176 -0.90404 1.90838 -0.318
```

Values from the calculation:
HOMO level (alpha / beta) ... -5.513 / -5.850 eV
ΔE to the lowest compared entry with this formula, charge and spin ... 509.0 kJ/mol
Molar mass ... 1045.03 Da
Charge ... -1
Kohn-Sham gap (alpha / beta) ... 0.2641 / 0.2749 Eh
LUMO level (alpha / beta) ... 1.674 / 1.631 eV
E_tot ... -5526.19829 Eh
Spin multiplicity ... 2

---

- The lowest molar mass belongs to which entry?
  C25H17N8O7W

---

- What is the formula in the first record?
  C25H17Cl6LaN6O2S2

---

- Among the records above, which one has the lowest charge?
  C25H17Cl6LaN6O2S2

---

- Among the records above, which one has the lowest E_tot?
  C25H18BCl3F9IN4O3STeTi